{
  "formula": "C36H91N5O12",
  "method": "ωB97M-V with the def2-TZVPD basis set",
  "charge": 0,
  "smiles": "CC1(C)CCCC(C)(C)N1O.COCCNCCOC.COCCNCCOC.COCCNCCOC.COCCNCCOC.CO.CO.CO",
  "relative_energy_kcal_mol": 99.1,
  "fmax_ev_per_a": 2.950,
  "homo_lumo_gap_ev": 8.79,
  "elements": ["O", "O", "O", "O", "O", "O", "O", "O", "O", "O", "O", "O", "N", "N", "N", "N", "N", "C", "C", "C", "C", "C", "C", "C", "C", "C", "C", "C", "C", "C", "C", "C", "C", "C", "C", "C", "C", "C", "C", "C", "C", "C", "C", "C", "C", "C", "C", "C", "C", "C", "C", "C", "C", "H", "H", "H", "H", "H", "H", "H", "H", "H", "H", "H", "H", "H", "H", "H", "H", "H", "H", "H", "H", "H", "H", "H", "H", "H", "H", "H", "H", "H", "H", "H", "H", "H", "H", "H", "H", "H", "H", "H", "H", "H", "H", "H", "H", "H", "H", "H", "H", "H", "H", "H", "H", "H", "H", "H", "H", "H", "H", "H", "H", "H", "H", "H", "H", "H", "H", "H", "H", "H", "H", "H", "H", "H", "H", "H", "H", "H", "H", "H", "H", "H", "H", "H", "H", "H", "H", "H", "H", "H", "H", "H"],
  "coordinates": [[-26.516369, -19.670974, -2.606907], [-27.897974, -27.907374, -0.676969], [-34.661351, -28.177081, -5.584245], [-37.738337, -23.931011, 2.449397], [-37.197621, -25.293655, -2.888397], [-23.596633, -30.812873, 8.153646], [-33.761975, -28.663654, 1.671842], [-33.000177, -19.813547, 1.709029], [-27.383709, -27.261334, 4.494478], [-36.293130, -31.310444, -2.508215], [-28.319596, -23.105222, -0.461442], [-35.628124, -31.900806, 4.548854], [-32.945333, -27.594338, 1.298587], [-28.791245, -21.451797, -2.947505], [-36.049776, -21.300437, 1.604082], [-26.395885, -29.787317, 6.765540], [-36.165282, -30.812954, 1.085258], [-32.328008, -25.926157, -0.471453], [-33.510722, -18.904416, 0.751182], [-24.202006, -31.957109, 7.581171], [-32.944667, -28.336911, -0.999382], [-27.136211, -28.635018, 4.701112], [-36.851192, -23.702252, 1.346834], [-34.670616, -26.664356, -0.267292], [-25.086641, -29.162205, 6.985189], [-31.712593, -27.629310, 3.295915], [-29.138561, -28.532880, -1.037419], [-28.377963, -24.439472, 0.005277], [-33.933019, -27.081660, -5.104864], [-29.396861, -21.338125, -1.592345], [-35.766278, -31.010833, 3.468677], [-35.538387, -31.301960, 5.823990], [-35.917411, -30.492410, -3.592281], [-34.008303, -20.383049, 2.538950], [-34.657837, -21.636138, 1.929736], [-32.182108, -24.871747, 0.669254], [-33.696536, -25.984619, 3.084827], [-33.195228, -27.142085, -0.064025], [-25.624210, -18.717269, -2.106265], [-35.681731, -31.757380, 2.122704], [-32.528303, -26.691061, 2.362837], [-36.534590, -30.476520, -1.345052], [-24.435161, -29.683929, 8.296389], [-26.447099, -20.995570, -2.166597], [-27.559183, -26.898919, 3.137917], [-37.885932, -25.309758, 2.708752], [-37.006795, -26.690706, -3.015988], [-36.736135, -22.296476, 0.818114], [-29.587928, -22.664437, -0.924345], [-27.396688, -21.911705, -3.003157], [-31.506145, -25.671937, 1.805758], [-27.396026, -28.885957, 6.205401], [-36.284517, -31.464985, -0.195735], [-35.543452, -30.021768, 1.198063], [-36.534524, -21.021850, 2.444891], [-27.403950, -24.652837, 0.448067], [-27.313326, -27.903946, 6.669778], [-36.939196, -25.697015, 3.100914], [-34.628907, -26.450709, 2.773577], [-35.395828, -32.032470, 6.616609], [-37.098140, -32.191656, -0.235557], [-37.661536, -27.301416, -2.385954], [-34.713984, -19.650114, 2.928096], [-27.008014, -21.950791, -4.022151], [-35.077085, -30.163203, 3.440919], [-30.292106, -22.546078, -0.089386], [-35.141906, -27.899548, -6.369012], [-32.781630, -27.917629, -1.993426], [-23.445563, -32.733310, 7.536696], [-28.764909, -20.516476, -3.338588], [-35.390959, -32.037871, -0.475087], [-35.359169, -27.513648, -0.238501], [-35.990195, -31.076805, -4.515769], [-28.987752, -20.567076, -0.937033], [-36.656939, -29.697400, -3.743628], [-29.113581, -28.552458, -2.135422], [-25.271449, -28.096698, 7.104075], [-38.666654, -25.509516, 3.440286], [-33.793523, -29.020471, -1.030513], [-37.698000, -21.981224, 0.411599], [-33.418452, -27.296374, -4.165551], [-38.126278, -25.215643, -2.649597], [-35.993612, -27.001339, -2.753124], [-32.682561, -18.253767, 0.465713], [-34.756225, -30.537110, 5.828081], [-36.541191, -30.870690, 5.968941], [-24.580003, -31.792310, 6.565940], [-38.196707, -25.784478, 1.771364], [-37.582739, -30.169334, -1.328717], [-31.320147, -26.100992, -0.852729], [-35.934954, -24.158927, 1.749062], [-31.599767, -24.025320, 0.317341], [-23.858134, -28.871134, 8.729969], [-29.037645, -24.671817, 0.848777], [-25.847653, -17.745052, -2.538387], [-25.759593, -18.596429, -1.024104], [-36.802057, -30.656749, 3.443281], [-33.690059, -24.905937, 2.899056], [-26.412083, -30.753981, 6.498213], [-30.036859, -27.966745, -0.799159], [-27.797600, -29.325018, 4.154594], [-31.083857, -27.006467, 3.939790], [-34.652789, -32.030699, 1.861553], [-27.271188, -22.937399, -2.663342], [-28.464348, -27.241178, 2.626376], [-34.982769, -25.880433, 0.419971], [-36.124062, -22.541197, -0.060697], [-33.331655, -20.792574, 3.300895], [-35.894897, -29.594022, -1.317546], [-32.293180, -28.369878, 3.843034], [-36.364712, -32.603122, 2.055437], [-34.047397, -21.859267, 1.050149], [-34.652600, -22.536718, 2.554061], [-24.578981, -18.981667, -2.288151], [-33.139913, -26.665788, -5.735397], [-33.132192, -24.473867, 1.024658], [-27.533372, -25.808861, 3.146997], [-34.327262, -18.320029, 1.184447], [-28.428603, -29.207088, 6.346303], [-26.734054, -21.000204, -1.109447], [-37.171501, -24.344040, 0.514031], [-30.696841, -26.209885, 1.300778], [-29.099704, -29.581995, -0.761088], [-32.101421, -28.941686, -0.665887], [-25.427427, -21.382383, -2.294524], [-26.149196, -28.998830, 4.397559], [-34.557302, -26.222117, -4.830230], [-33.660749, -25.911763, 4.176151], [-34.901167, -30.088962, -3.617264], [-24.470330, -29.336318, 6.097456], [-27.958705, -26.987624, -0.941755], [-32.871831, -25.456761, -1.292940], [-25.274677, -29.990832, 8.926246], [-34.854412, -26.316537, -1.288118], [-37.156893, -27.068149, -4.034075], [-30.376350, -21.006881, -1.953635], [-30.959316, -28.206028, 2.750477], [-31.051977, -25.262848, 2.709590], [-28.610916, -25.176753, -0.767939], [-33.870216, -19.416225, -0.148896], [-26.729390, -27.257361, 2.519765], [-30.044389, -23.464346, -1.520288], [-33.183840, -29.436161, 1.619179], [-25.075304, -32.196132, 8.197252]],
  "forces_ev_per_a": [[-0.835, 0.579, -1.440], [-0.480, -0.201, 0.753], [0.158, -0.162, -0.072], [-0.819, 1.011, -0.020], [-0.237, -0.485, 0.225], [0.788, 0.216, -0.486], [-0.451, 0.058, 0.256], [-0.792, 0.520, -0.278], [-0.357, -0.576, -0.829], [0.381, 1.489, 0.325], [-0.602, -0.938, 0.531], [1.243, -0.856, -0.168], [1.419, 0.916, -1.293], [1.085, -0.381, 0.167], [0.301, 0.083, -0.842], [-0.751, 1.091, 1.146], [-0.311, -0.637, 1.502], [-0.451, 1.201, 0.640], [0.220, -0.121, -0.134], [-0.435, 0.847, 0.316], [-0.196, 0.367, -0.025], [-0.898, -0.628, 0.630], [-0.474, -1.709, 1.341], [-0.096, -0.685, -0.562], [-0.497, -1.250, 0.131], [0.578, 0.513, 0.184], [1.097, 0.357, -1.966], [0.941, -0.066, 0.789], [0.440, 1.458, 0.930], [-1.050, -0.087, -2.319], [-1.220, -0.956, -0.768], [-1.198, 0.602, -0.749], [-0.772, -0.356, -1.436], [2.215, -1.872, 0.540], [-1.066, 0.914, -0.153], [0.404, -0.730, 0.434], [0.194, 0.631, 0.330], [-1.114, 0.053, -0.203], [0.026, -0.301, 0.879], [-0.310, 0.975, -0.454], [0.706, -1.511, 0.791], [-0.122, -1.953, 0.064], [-0.604, -0.361, -0.995], [0.188, -0.709, 0.055], [0.748, 0.476, -0.136], [0.127, 0.316, -0.382], [0.300, -1.149, -0.352], [0.415, -0.860, -0.155], [0.113, -0.028, 0.722], [0.715, 0.995, 0.772], [-0.607, -0.737, -0.580], [0.998, -0.391, -0.957], [0.719, 1.039, -0.606], [-0.047, 0.294, -1.182], [-0.210, -0.214, -0.014], [0.219, -0.114, -0.429], [0.097, -0.089, 0.292], [-0.026, -0.371, -0.224], [-0.140, 0.207, 0.153], [0.271, -0.251, -0.330], [-0.134, 0.081, 0.472], [-0.117, 0.312, 0.189], [-0.037, 0.034, -0.041], [-0.394, 0.421, -0.225], [0.181, 0.029, 0.434], [0.260, 0.190, 0.226], [0.016, -0.024, -0.006], [0.103, -0.401, -0.163], [-0.121, -0.150, 0.227], [-0.218, -0.001, -0.054], [0.205, 0.047, 0.034], [0.008, -0.010, 0.697], [0.018, -0.231, 0.202], [0.271, -0.209, 0.144], [0.226, 0.285, 0.175], [-0.404, -0.205, -0.091], [0.117, 0.064, -0.100], [-0.006, 0.433, 0.102], [-0.112, 0.148, -0.058], [-0.041, 0.304, 0.350], [-0.178, -0.706, -0.069], [0.075, 0.461, -0.056], [0.008, 0.417, 0.011], [-0.127, 0.056, 0.003], [-0.064, 0.031, 0.258], [0.356, 0.494, 0.559], [0.216, 0.148, -0.113], [0.277, -0.453, 0.106], [-0.014, 0.257, -0.138], [0.007, -0.612, 0.169], [0.617, 0.486, -0.722], [0.110, -0.041, 0.031], [0.226, -0.262, 0.248], [-0.575, 0.691, -0.129], [-0.052, -0.139, -0.328], [0.108, -0.094, 0.114], [0.040, 0.577, 0.319], [-0.323, -0.110, -0.711], [-0.023, 0.049, -0.308], [0.030, -0.242, 0.763], [-0.362, 0.551, -0.353], [-0.428, -0.151, 0.574], [0.022, -0.519, 0.294], [-0.268, 0.047, 0.374], [-0.281, -0.205, 0.526], [0.050, -0.063, 0.091], [0.118, 0.673, -0.177], [-0.636, 0.401, 0.663], [0.208, -0.069, -0.037], [-0.214, 0.361, 0.254], [0.297, -0.290, 0.504], [-0.403, -0.078, -0.266], [0.504, 0.224, 0.401], [0.052, -0.030, -0.123], [-0.158, -0.448, -0.533], [-0.143, -0.038, -0.279], [-0.121, -0.003, -0.240], [0.032, 0.108, -0.122], [0.133, -0.315, 0.154], [0.175, -0.408, 0.079], [-0.018, 0.039, -0.098], [0.061, -0.293, 0.298], [-0.279, 0.177, 0.643], [0.258, 0.271, -0.142], [0.080, -0.007, 0.255], [0.390, 0.669, 0.142], [-0.307, -0.098, -0.233], [0.263, -0.941, 0.055], [-0.007, 0.075, 0.708], [0.555, 0.296, 0.253], [0.119, 0.063, -0.038], [0.112, -0.040, -0.142], [-0.056, 0.400, 0.324], [0.456, 0.347, 0.112], [-0.092, 0.340, -0.127], [-0.307, 0.190, 0.940], [-0.248, 0.099, -0.490], [-0.229, 0.999, -0.319], [-0.020, 0.224, -0.380], [-0.115, 0.001, 0.079], [0.129, 0.022, 0.049], [0.133, 0.343, -0.641], [0.006, 0.066, 0.074], [0.057, -0.584, 0.015]],
  "mulliken_charge": [-0.317, -0.516, -0.458, -0.512, -0.525, -0.389, 0.085, -0.362, -0.381, -0.443, -0.301, -0.353, 0.105, -0.435, -0.287, -0.206, -0.201, -1.688, -0.688, -0.643, -1.648, -0.125, 0.796, -1.155, -0.544, -2.144, -0.367, -0.536, -0.283, -1.057, -0.117, -0.609, -0.677, -0.770, -0.080, 1.788, -1.637, 2.306, -0.750, -0.629, 2.593, 0.634, -0.702, -0.434, -0.594, -0.506, -0.459, -0.984, -0.231, -0.738, -1.622, -1.094, -1.005, 0.268, 0.294, 0.464, 0.428, 0.145, 0.154, 0.249, 0.366, 0.399, 0.408, 0.441, 0.059, 0.289, 0.284, 0.278, 0.244, 0.331, 0.337, 0.260, 0.382, 0.327, 0.238, 0.363, 0.492, 0.294, 0.066, 0.382, -0.098, 0.342, -0.116, 0.254, 0.212, 0.286, 0.185, 0.257, 0.274, 0.368, -0.556, -1.010, 0.330, 0.041, 0.246, 0.307, 0.293, 0.086, 0.209, -0.107, 0.307, 0.555, 0.301, 0.206, 0.127, -0.404, 0.337, 0.262, -0.390, 0.319, 0.393, 0.199, 0.251, 0.289, 0.357, -0.706, 0.260, 0.339, 0.341, 0.285, 0.288, 0.063, 0.366, 0.342, 0.454, 0.281, 0.272, 0.409, 0.247, 0.313, 0.382, 0.597, 0.411, 0.244, 0.371, 0.495, 0.395, 0.502, 0.187, 0.217, 0.409, 0.327, 0.311, 0.336]
}